Entry from the OMol25 dataset: one molecule with the formula C4H8N2O2 in a non-equilibrium geometry (the ωB97M-V functional and the def2-TZVPD basis).

Element x y z (Å)
N  -0.68  -1.30  -1.11
C  -0.34  -0.40  -0.03
C  1.05  0.16  -0.01
C  2.02  -1.10  0.26
O  3.05  -0.86  0.84
C  -1.35  0.80  -0.02
N  -1.44  1.65  1.04
O  -2.12  0.97  -0.95
H  -1.63  -1.13  -1.42
H  0.12  -1.22  -1.80
H  -0.75  -0.89  0.95
H  1.47  0.73  -0.84
H  1.28  0.86  0.89
H  1.80  -2.09  -0.08
H  -2.20  2.31  0.92
H  -0.82  1.87  1.80

Multiplicity: 1
Lowest unoccupied orbital energy in eV: 0.71
Gap between HOMO and LUMO in Ha: 0.3681
SMILES: NC(=O)[C@@H](N)CC=O



Entry from the OMol25 dataset: an isolated ion of composition C16H34N5S2 and charge +1 in a non-equilibrium geometry (the ωB97M-V functional and the def2-TZVPD basis).

Element x y z (Å)
C  1.16  5.25  -0.23
H  0.41  6.04  -0.32
H  0.83  4.57  0.55
H  2.09  5.72  0.08
C  1.32  4.55  -1.57
C  2.50  3.57  -1.60
H  3.43  4.11  -1.41
H  2.57  3.13  -2.60
C  2.39  2.46  -0.55
N  1.14  1.72  -0.68
C  0.91  0.69  -1.45
N  1.82  0.19  -2.28
H  2.73  0.64  -2.27
C  1.83  -1.20  -2.67
H  0.81  -1.51  -2.90
H  2.44  -1.31  -3.57
C  2.41  -2.05  -1.52
N  1.65  -1.80  -0.31
C  0.66  -2.83  -0.02
H  -0.18  -2.70  -0.72
C  0.15  -2.71  1.43
N  0.13  -1.31  1.81
H  -1.08  0.63  -0.32
C  -0.97  -0.55  1.91
N  -2.15  -1.13  2.15
H  -2.18  -2.10  2.41
C  -3.42  -0.43  2.24
H  -3.36  0.48  1.64
C  -4.57  -1.31  1.76
C  -4.66  -1.48  0.25
C  -3.53  -2.31  -0.36
H  -3.72  -2.47  -1.41
H  -2.57  -1.80  -0.27
H  -3.47  -3.28  0.13
H  -5.61  -1.96  0.01
H  -4.67  -0.49  -0.22
H  -5.50  -0.85  2.11
H  -4.50  -2.30  2.24
H  -3.59  -0.14  3.28
S  -0.91  1.13  1.71
C  1.47  -0.74  1.86
H  1.39  0.32  1.63
H  1.86  -0.84  2.88
C  2.40  -1.45  0.88
H  3.21  -0.77  0.61
H  2.86  -2.33  1.35
H  0.81  -3.24  2.12
H  -0.84  -3.16  1.49
H  1.06  -3.84  -0.16
H  2.38  -3.10  -1.81
H  3.45  -1.76  -1.36
S  -0.70  0.03  -1.50
H  0.38  2.04  -0.08
H  2.40  2.90  0.44
H  3.24  1.77  -0.63
H  1.49  5.30  -2.34
H  0.40  4.02  -1.82

Multiplicity: 1
Lowest unoccupied orbital energy in eV: -2.08
Total charge: +1
Gap between HOMO and LUMO in Ha: 0.3428



Entry from the OMol25 dataset: a 2-piece molecular cluster, C2H7FSi overall in a non-equilibrium geometry (the ωB97M-V functional and the def2-TZVPD basis).

Element x y z (Å)
C  -0.50  1.39  -0.63
C  1.23  -1.17  0.37
F  -0.69  0.38  1.96
Si  -0.40  -0.11  0.47
H  -1.00  2.27  -0.31
H  0.52  1.62  -0.88
H  -1.05  1.18  -1.48
H  1.10  -2.00  -0.29
H  1.99  -0.48  -0.13
H  1.40  -1.71  1.32
H  -2.58  -1.38  -0.41

Multiplicity: 3
Lowest unoccupied orbital energy (alpha / beta) in eV: 1.17 / -1.05
Gap between HOMO and LUMO (alpha / beta) in Ha: 0.2770 / 0.3644
Expectation value of S²: 2.0010



Entry from the OMol25 dataset: C31H36CeN5O2S2 as an isolated structure in a non-equilibrium geometry (the ωB97M-V functional and the def2-TZVPD basis).

Element x y z (Å)
Ce  -0.22  -0.65  -0.27
C  -3.56  -3.22  1.54
C  -2.34  -2.34  1.60
O  -1.52  -2.46  0.62
C  -2.23  -1.40  2.61
C  -1.20  -0.42  2.64
C  -1.53  0.99  3.05
N  0.05  -0.64  2.29
N  0.47  -1.98  2.39
C  1.23  -2.47  1.48
O  1.57  -1.96  0.33
C  1.78  -3.83  1.77
C  1.62  -4.44  3.01
C  2.14  -5.70  3.24
C  2.84  -6.37  2.24
C  3.01  -5.76  1.00
C  2.49  -4.49  0.77
H  -4.32  -2.69  0.96
H  -3.96  -3.44  2.53
H  -3.32  -4.15  1.02
H  -3.13  -1.21  3.20
H  -2.34  1.41  2.46
H  -0.66  1.63  2.97
H  -1.86  0.96  4.10
H  1.06  -3.92  3.77
H  2.00  -6.18  4.20
H  3.25  -7.36  2.42
H  3.55  -6.27  0.21
H  2.61  -4.00  -0.18
N  2.97  0.62  2.00
C  3.66  1.16  0.97
C  4.96  0.74  0.70
C  5.71  1.32  -0.32
C  5.13  2.38  -1.08
C  3.85  2.80  -0.82
C  3.05  2.21  0.18
C  1.65  2.70  0.37
C  1.55  4.05  0.70
C  0.31  4.68  0.80
C  -0.83  3.94  0.53
C  -0.71  2.60  0.19
C  0.51  1.89  0.11
H  3.24  -0.32  2.25
H  1.95  0.70  1.97
H  5.37  -0.06  1.30
H  6.71  0.97  -0.53
H  5.70  2.85  -1.88
H  3.41  3.59  -1.43
H  2.45  4.62  0.89
H  0.25  5.72  1.08
H  -1.81  4.40  0.60
H  -1.64  2.07  -0.04
C  -0.84  -1.72  -4.73
C  -0.30  -0.51  -3.95
C  -1.26  0.68  -4.12
C  1.09  -0.13  -4.51
N  -0.16  -0.78  -2.56
H  -0.93  -1.51  -5.81
H  -1.82  -1.99  -4.34
H  -0.17  -2.57  -4.60
H  -1.41  0.92  -5.19
H  -0.85  1.56  -3.61
H  -2.22  0.46  -3.67
H  1.04  0.10  -5.59
H  1.80  -0.95  -4.37
H  1.48  0.75  -3.98
S  -3.39  0.02  -0.60
C  -4.18  1.49  -0.45
N  -3.98  2.54  -1.35
C  -4.49  3.82  -0.89
C  -5.55  3.51  0.15
S  -4.88  2.10  1.06
H  -3.03  2.56  -1.71
H  -4.93  4.39  -1.72
H  -3.69  4.43  -0.44
H  -6.49  3.22  -0.33
H  -5.74  4.35  0.82

Multiplicity: 2
Lowest unoccupied orbital energy (alpha / beta) in eV: 3.61 / 3.61
Total charge: -2
Gap between HOMO and LUMO (alpha / beta) in Ha: 0.1110 / 0.1150
Expectation value of S²: 0.7528



Entry from the OMol25 dataset: an isolated ion of composition C6H6O2P and charge -1 in a non-equilibrium geometry (the ωB97M-V functional and the def2-TZVPD basis).

Element x y z (Å)
C  1.25  0.58  -0.99
C  -0.07  0.31  -1.38
C  1.59  0.34  0.36
C  -1.00  -0.15  -0.44
C  0.73  -0.31  1.21
C  -0.60  -0.47  0.84
O  -1.52  -3.18  1.68
O  -1.64  -0.73  3.38
P  -1.77  -1.21  2.04
H  2.10  0.86  -1.50
H  -0.46  0.42  -2.33
H  2.56  0.58  0.50
H  -1.99  -0.25  -0.95
H  0.93  -0.68  2.27
H  -3.12  -0.85  1.38

Multiplicity: 3
Lowest unoccupied orbital energy (alpha / beta) in eV: 4.05 / 2.96
Total charge: -1
Gap between HOMO and LUMO (alpha / beta) in Ha: 0.1595 / 0.2948
Expectation value of S²: 2.0267



Entry from the OMol25 dataset: C13H31N2O4SSe2SiTe2Tl as an isolated structure (the ωB97M-V functional and the def2-TZVPD basis).

Element x y z (Å)
Tl  0.09  1.91  -3.35
C  -2.92  2.19  -0.77
C  -1.79  1.71  0.13
C  -2.35  0.85  1.26
C  -1.01  2.89  0.69
O  -0.90  0.93  -0.71
Si  0.10  -0.30  -0.31
S  1.40  -0.45  -2.00
O  1.08  0.23  0.89
C  1.87  -0.50  1.86
C  2.50  -1.76  1.25
C  2.97  0.44  2.32
C  0.97  -0.87  3.04
O  -0.59  -1.65  0.22
C  -1.58  -2.65  -0.04
C  -2.62  -2.14  -1.02
C  -0.88  -3.88  -0.58
C  -2.23  -2.97  1.31
H  -3.66  2.74  -0.18
H  -3.42  1.35  -1.26
H  -2.54  2.86  -1.55
H  -2.92  1.47  1.95
H  -1.53  0.37  1.82
H  -3.01  0.07  0.86
H  -1.68  3.58  1.20
H  -0.50  3.42  -0.11
H  -0.27  2.54  1.41
H  3.08  -1.49  0.37
H  1.73  -2.47  0.96
H  3.16  -2.23  1.98
H  3.66  0.64  1.50
H  3.53  0.00  3.14
H  2.54  1.39  2.66
H  0.15  -1.51  2.70
H  0.55  0.03  3.49
H  1.54  -1.41  3.79
H  -2.19  -1.98  -2.01
H  -3.06  -1.19  -0.69
H  -3.43  -2.86  -1.13
H  -0.37  -3.66  -1.52
H  -1.61  -4.67  -0.77
H  -0.14  -4.25  0.13
H  -2.70  -2.07  1.73
H  -1.49  -3.34  2.01
H  -3.00  -3.72  1.17
Se  1.73  -1.05  -5.64
Te  0.23  -1.60  -3.86
Te  -1.70  -0.39  -5.36
Se  -3.71  0.08  -4.06
N  3.01  2.53  -0.19
C  2.94  3.16  -1.39
N  4.03  3.87  -1.77
O  1.93  3.12  -2.10
H  3.86  2.52  0.33
H  2.30  1.85  0.05
H  4.85  3.98  -1.20
H  3.98  4.35  -2.65

Multiplicity: 1
Lowest unoccupied orbital energy in eV: -0.99
Gap between HOMO and LUMO in Ha: 0.2005



Which value of multiplicity does entry 5 give?
3



Copy entry 3 word for word.
Entry from the OMol25 dataset: a 2-piece molecular cluster, C2H7FSi overall in a non-equilibrium geometry (the ωB97M-V functional and the def2-TZVPD basis).

Element x y z (Å)
C  -0.50  1.39  -0.63
C  1.23  -1.17  0.37
F  -0.69  0.38  1.96
Si  -0.40  -0.11  0.47
H  -1.00  2.27  -0.31
H  0.52  1.62  -0.88
H  -1.05  1.18  -1.48
H  1.10  -2.00  -0.29
H  1.99  -0.48  -0.13
H  1.40  -1.71  1.32
H  -2.58  -1.38  -0.41

Multiplicity: 3
Lowest unoccupied orbital energy (alpha / beta) in eV: 1.17 / -1.05
Gap between HOMO and LUMO (alpha / beta) in Ha: 0.2770 / 0.3644
Expectation value of S²: 2.0010